(1)
11
Properties=species:S:1:pos:R:3 method="wB97M-V/def2-TZVPD" lumo_ev=0.26 gap_ha=0.29550 total_charge=0 largest_force_ha_per_bohr=0.02242 relative_energy_kcal_mol=102.0
C 1.0520 0.5743 1.2054
N 0.2802 -0.1598 0.2218
C -0.6813 0.4054 -0.5198
O -1.0637 1.5604 -0.5055
C -1.3585 -1.2277 -1.7201
O -0.7011 -2.1498 -1.3964
H 0.6963 1.6069 1.1869
H 0.9070 0.1631 2.2100
H 2.1198 0.5572 0.9632
H 0.4589 -1.1438 0.0633
H -1.7097 -0.1863 -1.7086

---

(2)
55
Properties=species:S:1:pos:R:3 method="wB97M-V/def2-TZVPD" lumo_ev="0.20 / 0.24" gap_ha="0.16569 / 0.16324" spin_multiplicity=3 total_charge=0 largest_force_ha_per_bohr=0.08975 s2=2.15 relative_energy_kcal_mol=78.8
P 0.4807 -3.1697 1.7499
P -0.1528 3.4445 1.5593
C 0.3199 -1.5790 0.3753
C 0.0938 -0.2268 -0.2972
H -0.3016 -2.3019 -0.2244
H 1.4145 -1.7256 0.1865
H 0.9349 0.2571 -0.8314
H -0.6683 -0.2687 -1.1083
C -1.6273 4.1363 0.8516
H -2.0956 4.9243 1.4947
H -2.3456 3.3000 0.6673
H -1.1125 4.4756 -0.0559
C 1.4952 3.8743 1.1708
H 1.2932 4.2004 0.1507
H 2.1365 2.9997 1.1727
H 1.8692 4.6878 1.8359
C -0.9056 -4.0798 1.2171
H -1.1342 -4.7822 2.0196
H -0.6391 -4.5844 0.2805
H -1.7479 -3.3923 1.0566
C 2.1224 -3.6677 1.2410
H 2.8248 -2.8135 1.1888
H 2.0823 -4.1402 0.2493
H 2.4740 -4.3589 2.0155
Pt -0.7780 1.2525 0.7106
C 0.3162 1.7956 -2.2620
C -1.0293 1.7102 -2.0020
C -1.9715 0.8590 -2.8492
C -1.4287 -0.4737 -3.4026
C -0.5599 -1.2497 -2.4919
C 0.8232 -1.2082 -2.3777
C 1.7045 -0.2328 -3.0598
C 1.0722 1.1651 -3.3734
C 0.5904 -2.7424 3.4208
H 0.9540 2.4546 -1.6401
H -1.5445 2.4763 -1.4074
H -2.3861 1.4104 -3.7176
H -2.8415 0.6182 -2.2221
H -2.3312 -1.0686 -3.5417
H -0.9739 -0.3247 -4.3833
H -1.1266 -2.0655 -2.0111
H 1.3812 -2.0707 -1.9845
H 2.1623 -0.6358 -3.9778
H 2.5568 -0.0415 -2.3970
H 1.9574 1.7630 -3.6208
H 0.5155 1.0624 -4.3133
H 1.1444 -1.7322 3.2403
H 1.0209 -3.5890 3.9858
H -0.4428 -2.5562 3.7860
C -1.0170 1.0359 4.2084
C -0.7701 1.6592 2.8788
O -0.4630 2.9813 3.0209
H -1.8702 0.3038 4.1617
H -1.3501 1.7659 4.9902
H -0.1255 0.4682 4.6656

---

(3)
10
Properties=species:S:1:pos:R:3 method="wB97M-V/def2-TZVPD" lumo_ev="-0.04 / -0.54" gap_ha="0.30638 / 0.33435" spin_multiplicity=3 total_charge=0 largest_force_ha_per_bohr=0.08270 s2=2.02 relative_energy_kcal_mol=0.0
C -0.4753 -0.4129 -0.2189
C -0.6906 -0.5315 1.2975
N -1.1097 -0.9834 -1.1281
N 0.3788 0.5605 -0.5459
N 0.7519 0.4290 -1.7993
I 2.0677 1.8051 -2.4271
H -1.4872 -1.1486 1.5167
H 0.2180 -1.1012 1.4877
H -0.5907 0.4223 1.6946
H 0.9370 0.9607 0.1227

---

(4)
23
Properties=species:S:1:pos:R:3 method="wB97M-V/def2-TZVPD" lumo_ev=0.96 gap_ha=0.33751 total_charge=0 largest_force_ha_per_bohr=0.10977 relative_energy_kcal_mol=3.9
C -0.0672 0.0212 -1.3704
C -0.4414 -0.6133 -0.0569
C -0.5226 1.1479 0.8749
C 0.0418 -0.9280 -2.5117
C 0.1337 -2.1922 1.8864
C 0.2052 3.2346 -0.1090
C 0.5895 -1.4795 0.6464
N 0.3764 1.2105 -1.2663
N 0.2678 1.7539 -0.0898
Cl -2.2007 1.7120 1.0958
H -1.4767 -1.1083 -0.1724
H -0.1714 0.9424 1.8662
H -0.8789 -1.5732 -2.3960
H 0.8827 -1.5948 -2.3444
H 0.1525 -0.4123 -3.4951
H -0.1636 -1.6267 2.7993
H 0.9190 -2.7682 2.2559
H -0.5801 -2.8899 1.6712
H 0.6256 3.6397 0.7799
H 0.7709 3.3745 -0.9934
H -0.8299 3.4599 -0.0903
H 0.8997 -2.3227 -0.0057
H 1.4678 -0.9875 1.0255

---

What did the first record say?
11
Properties=species:S:1:pos:R:3 method="wB97M-V/def2-TZVPD" lumo_ev=0.26 gap_ha=0.29550 total_charge=0 largest_force_ha_per_bohr=0.02242 relative_energy_kcal_mol=102.0
C 1.0520 0.5743 1.2054
N 0.2802 -0.1598 0.2218
C -0.6813 0.4054 -0.5198
O -1.0637 1.5604 -0.5055
C -1.3585 -1.2277 -1.7201
O -0.7011 -2.1498 -1.3964
H 0.6963 1.6069 1.1869
H 0.9070 0.1631 2.2100
H 2.1198 0.5572 0.9632
H 0.4589 -1.1438 0.0633
H -1.7097 -0.1863 -1.7086